Record 1
Below is a structure of composition C48H76KN4O2P2SSbSeSi in a non-equilibrium geometry, with properties calculated with the ωB97M-V functional and the def2-TZVPD basis.

Calculated values
* E_HOMO: -1.42 eV
* ΔE to the lowest compared entry with this formula, charge and spin: 0.636 eV
* net charge: -2
* gap between HOMO and LUMO: 5.00 eV
* 2S+1: 1

Cartesian coordinates (Å):
K (-0.653, -1.089, 1.370)
C (1.868, -4.273, -0.910)
Si (1.405, -2.447, -0.463)
C (2.911, -2.000, 0.687)
C (3.681, -3.008, 1.279)
C (4.711, -2.736, 2.162)
C (5.028, -1.424, 2.477)
C (4.274, -0.404, 1.923)
C (3.211, -0.676, 1.066)
P (2.125, 0.669, 0.438)
C (3.379, 1.880, -0.212)
C (2.697, 3.042, -0.940)
C (3.712, 4.034, -1.499)
C (4.679, 3.333, -2.448)
C (5.359, 2.157, -1.755)
C (4.333, 1.183, -1.184)
C (1.475, 1.439, 2.027)
C (0.123, 2.132, 1.748)
C (-0.389, 2.849, 2.992)
C (0.527, 4.033, 3.342)
C (1.949, 3.827, 2.805)
C (2.372, 2.361, 2.888)
C (1.958, -1.596, -2.128)
C (3.229, -1.830, -2.651)
C (3.640, -1.318, -3.871)
C (2.762, -0.544, -4.609)
C (1.490, -0.295, -4.119)
C (1.067, -0.802, -2.887)
P (-0.598, -0.477, -2.131)
C (-1.745, -1.658, -3.020)
C (-1.546, -3.120, -2.575)
C (-0.758, -3.905, -3.617)
C (-1.538, -4.010, -4.937)
C (-2.443, -2.791, -5.155)
C (-1.799, -1.546, -4.551)
C (-1.311, 1.150, -2.756)
C (-0.970, 2.200, -1.687)
C (-1.267, 3.610, -2.173)
C (-0.324, 3.988, -3.324)
C (0.018, 2.767, -4.189)
C (-1.118, 1.749, -4.164)
H (2.926, -4.424, -1.142)
H (1.610, -4.927, -0.078)
H (1.292, -4.607, -1.772)
H (3.459, -4.040, 1.050)
H (5.267, -3.552, 2.611)
H (5.838, -1.197, 3.160)
H (4.522, 0.621, 2.173)
H (3.966, 2.291, 0.621)
H (2.121, 2.626, -1.769)
H (1.987, 3.553, -0.291)
H (3.198, 4.852, -2.012)
H (4.274, 4.481, -0.671)
H (4.116, 2.954, -3.308)
H (5.421, 4.038, -2.837)
H (6.021, 1.635, -2.451)
H (5.989, 2.536, -0.941)
H (3.745, 0.757, -2.006)
H (4.832, 0.344, -0.692)
H (1.265, 0.551, 2.637)
H (0.217, 2.842, 0.924)
H (-0.618, 1.400, 1.418)
H (-1.417, 3.180, 2.846)
H (-0.421, 2.136, 3.822)
H (0.113, 4.958, 2.928)
H (0.553, 4.165, 4.427)
H (2.009, 4.159, 1.766)
H (2.656, 4.449, 3.362)
H (3.425, 2.266, 2.621)
H (2.299, 2.043, 3.931)
H (3.922, -2.425, -2.068)
H (4.639, -1.519, -4.244)
H (3.060, -0.135, -5.568)
H (0.828, 0.305, -4.719)
H (-2.720, -1.328, -2.632)
H (-1.038, -3.153, -1.606)
H (-2.523, -3.597, -2.433)
H (0.199, -3.406, -3.781)
H (-0.522, -4.900, -3.238)
H (-0.835, -4.095, -5.771)
H (-2.142, -4.923, -4.944)
H (-2.645, -2.650, -6.221)
H (-3.412, -2.953, -4.674)
H (-0.787, -1.443, -4.956)
H (-2.348, -0.647, -4.839)
H (-2.386, 0.938, -2.646)
H (-1.532, 1.984, -0.781)
H (0.085, 2.118, -1.422)
H (-2.309, 3.658, -2.497)
H (-1.175, 4.323, -1.352)
H (-0.774, 4.773, -3.938)
H (0.599, 4.406, -2.915)
H (0.233, 3.075, -5.218)
H (0.927, 2.290, -3.816)
H (-2.042, 2.267, -4.449)
H (-0.976, 0.980, -4.921)
Se (-3.823, 1.186, 5.089)
C (-2.665, 2.531, 5.725)
C (-2.715, 3.855, 5.269)
C (-1.829, 4.794, 5.752)
N (-0.877, 4.551, 6.656)
C (-0.819, 3.287, 7.082)
C (-1.656, 2.274, 6.662)
H (-3.449, 4.133, 4.525)
H (-1.881, 5.816, 5.385)
H (-0.041, 3.068, 7.808)
H (-1.530, 1.271, 7.047)
O (0.198, -4.223, 2.915)
N (0.706, -3.247, 3.518)
O (0.153, -2.141, 3.303)
C (-4.613, -1.361, -0.249)
N (-4.187, 0.019, -0.188)
C (-4.336, 0.946, 0.787)
S (-4.005, 2.562, 0.414)
N (-4.703, 0.617, 2.027)
C (-4.703, -0.690, 2.650)
H (-4.361, -1.728, -1.243)
H (-5.694, -1.468, -0.109)
H (-4.093, -1.988, 0.473)
H (-3.940, 0.461, -1.064)
H (-4.587, 1.376, 2.691)
H (-5.446, -1.355, 2.211)
H (-4.954, -0.535, 3.698)
H (-3.719, -1.161, 2.607)
C (-4.543, -4.417, 1.788)
Sb (-2.439, -3.822, 2.118)
C (-1.801, -5.601, 1.111)
C (-2.567, -4.482, 4.150)
H (-4.653, -5.478, 2.016)
H (-4.844, -4.260, 0.753)
H (-5.216, -3.855, 2.435)
H (-2.162, -6.487, 1.629)
H (-0.719, -5.614, 1.056)
H (-2.221, -5.578, 0.106)
H (-3.274, -5.308, 4.225)
H (-2.917, -3.647, 4.753)
H (-1.587, -4.786, 4.497)

Atom charges from the Löwdin analysis, given in e for atoms 1 to 5: 0.3485 -0.2625 0.5741 -0.3079 -0.1092

=====

Record 2
Below is a structure of composition C6H11N4OP3 in a non-equilibrium geometry, with properties calculated with the ωB97M-V functional and the def2-TZVPD basis.

Calculated values
* E_HOMO: -7.57 eV
* ΔE to the lowest compared entry with this formula, charge and spin: 2.239 eV
* gap between HOMO and LUMO: 7.08 eV
* 2S+1: 1

Cartesian coordinates (Å):
C (-1.292, -0.691, -0.434)
C (-2.217, -0.866, -1.404)
C (-1.719, 1.820, -0.386)
C (-1.004, 0.701, -0.031)
C (-2.823, 0.323, -2.216)
C (-2.869, 1.625, -1.380)
N (1.800, 1.019, 2.451)
N (4.220, -0.215, 2.495)
N (5.185, -0.591, 0.126)
N (6.425, -0.976, 0.515)
O (0.048, 0.896, 0.872)
P (3.013, 0.702, 3.521)
P (3.873, -0.203, 0.843)
P (0.646, 0.033, 2.046)
H (-0.654, -1.396, 0.081)
H (-2.617, -1.806, -1.668)
H (-1.811, 2.813, 0.030)
H (-2.163, 0.612, -3.006)
H (-3.934, 0.261, -2.435)
H (-3.810, 1.752, -0.860)
H (-2.750, 2.535, -1.985)
H (5.171, -0.075, 2.811)
H (7.143, -1.266, -0.238)
H (6.833, -0.938, 1.405)
H (3.439, 2.110, 3.243)

Atom charges from the Löwdin analysis, given in e for atoms 1 to 5: -0.0439 -0.0449 0.0026 -0.3067 -0.1527

=====

Record 3
Below is a cluster of 9 separate species, C28H79N5O13 in total in a non-equilibrium geometry, with properties calculated with the ωB97M-V functional and the def2-TZVPD basis.

Calculated values
* E_HOMO: -9.11 eV
* ΔE to the lowest compared entry with this formula, charge and spin: 2.725 eV
* SMILES string: COC[C@H](C)N.COC[C@H](C)N.COC[C@H](C)N.COC[C@H](C)N.COC[C@H](C)N.OCCO.OCCO.OCCO.OCCO
* gap between HOMO and LUMO: 9.62 eV
* 2S+1: 1

Cartesian coordinates (Å):
C (-7.489, -6.853, 0.976)
O (-6.139, -6.444, 1.053)
C (-6.014, -5.048, 0.921)
C (-4.604, -4.627, 1.284)
C (-4.240, -4.966, 2.725)
N (-4.441, -3.176, 1.063)
H (-7.853, -6.596, -0.025)
H (-8.163, -6.342, 1.671)
H (-7.558, -7.925, 1.137)
H (-6.386, -4.532, 0.028)
H (-6.693, -4.586, 1.661)
H (-3.940, -5.065, 0.535)
H (-3.207, -4.699, 2.943)
H (-4.267, -6.058, 2.812)
H (-4.964, -4.509, 3.397)
H (-3.488, -2.887, 1.220)
H (-5.064, -2.573, 1.581)
C (2.802, 2.081, -0.173)
O (1.674, 1.358, -0.559)
C (0.582, 1.135, 0.301)
C (-0.565, 0.380, -0.443)
C (-1.625, -0.142, 0.496)
N (-0.038, -0.545, -1.426)
H (3.179, 1.835, 0.827)
H (2.653, 3.167, -0.192)
H (3.608, 1.865, -0.872)
H (0.905, 0.384, 1.042)
H (0.268, 2.038, 0.828)
H (-0.944, 1.232, -1.022)
H (-1.786, 0.482, 1.376)
H (-1.388, -1.160, 0.821)
H (-2.586, -0.188, -0.018)
H (0.664, 0.027, -1.913)
H (0.699, -1.088, -0.955)
C (1.376, -2.643, -3.416)
O (1.815, -2.674, -2.064)
C (2.028, -3.988, -1.611)
C (2.324, -4.018, -0.107)
C (1.226, -3.319, 0.707)
N (3.611, -3.341, 0.258)
H (2.154, -3.046, -4.080)
H (1.406, -1.575, -3.632)
H (0.437, -3.169, -3.573)
H (1.118, -4.607, -1.659)
H (2.731, -4.577, -2.211)
H (2.299, -5.054, 0.233)
H (0.181, -3.427, 0.410)
H (1.339, -2.229, 0.724)
H (1.342, -3.653, 1.739)
H (3.384, -2.355, 0.151)
H (4.207, -3.552, -0.541)
C (0.155, -0.661, 4.140)
O (0.790, -0.505, 5.379)
C (1.546, -1.654, 5.780)
C (2.017, -1.284, 7.206)
C (3.169, -2.221, 7.613)
N (0.933, -1.438, 8.190)
H (0.888, -0.831, 3.341)
H (-0.536, 0.169, 3.999)
H (-0.501, -1.535, 4.004)
H (0.960, -2.574, 5.837)
H (2.392, -1.680, 5.088)
H (2.387, -0.258, 7.118)
H (3.324, -2.183, 8.691)
H (4.075, -1.803, 7.157)
H (3.184, -3.242, 7.236)
H (0.214, -0.739, 8.023)
H (1.439, -1.124, 9.017)
C (-3.731, 8.211, -0.855)
O (-3.576, 6.903, -0.318)
C (-4.196, 5.932, -1.155)
C (-4.215, 4.546, -0.561)
C (-2.875, 3.977, -0.080)
N (-4.737, 3.530, -1.519)
H (-3.363, 8.402, -1.862)
H (-3.039, 8.804, -0.245)
H (-4.704, 8.589, -0.540)
H (-5.200, 6.322, -1.354)
H (-3.629, 5.900, -2.096)
H (-4.784, 4.651, 0.371)
H (-2.877, 3.103, 0.574)
H (-2.506, 4.794, 0.555)
H (-2.091, 3.762, -0.809)
H (-5.142, 2.774, -0.960)
H (-5.605, 3.801, -1.989)
O (7.589, 3.708, 2.069)
C (7.752, 3.578, 0.662)
C (6.367, 3.853, 0.057)
O (6.479, 4.066, -1.345)
H (8.192, 3.096, 2.498)
H (8.598, 4.153, 0.268)
H (7.998, 2.526, 0.464)
H (5.927, 4.733, 0.536)
H (5.707, 3.002, 0.212)
H (7.206, 4.670, -1.515)
O (5.662, -2.211, -3.237)
C (4.666, -1.231, -3.455)
C (5.162, 0.167, -3.082)
O (5.524, 0.245, -1.698)
H (5.350, -2.988, -3.712)
H (4.517, -1.182, -4.544)
H (3.690, -1.365, -2.981)
H (4.360, 0.886, -3.259)
H (5.970, 0.444, -3.762)
H (6.464, 0.444, -1.681)
O (-1.896, -0.691, -3.549)
C (-3.306, -0.664, -3.514)
C (-3.867, 0.698, -3.098)
O (-3.167, 1.257, -2.008)
H (-1.541, -0.718, -2.628)
H (-3.780, -0.903, -4.464)
H (-3.629, -1.373, -2.743)
H (-4.940, 0.646, -2.850)
H (-3.882, 1.394, -3.952)
H (-3.672, 2.076, -1.797)
O (-0.341, 1.697, -4.634)
C (-0.037, 2.623, -3.596)
C (0.714, 3.795, -4.243)
O (1.852, 3.222, -4.884)
H (-0.688, 0.891, -4.219)
H (-0.946, 2.907, -3.050)
H (0.581, 2.140, -2.836)
H (1.042, 4.534, -3.518)
H (0.061, 4.261, -4.985)
H (1.526, 2.433, -5.334)

Atom charges from the Löwdin analysis, given in e for atoms 1 to 5: -0.1101 -0.1745 -0.2420 -0.4290 -0.0607

=====

Record 4
Below is a cluster of 2 separate species, C2H4N2O2 in total in a non-equilibrium geometry, with properties calculated with the ωB97M-V functional and the def2-TZVPD basis.

Calculated values
* E_HOMO: -8.81 eV
* ΔE to the lowest compared entry with this formula, charge and spin: 2.980 eV
* gap between HOMO and LUMO: 9.59 eV
* 2S+1: 1

Cartesian coordinates (Å):
C (-0.291, 0.144, 1.048)
C (2.271, -0.421, 0.263)
N (-1.278, -0.274, 0.285)
N (1.820, -0.939, -0.692)
O (0.101, 1.445, 0.628)
O (2.814, 0.232, 1.017)
H (-1.744, -1.174, 0.465)
H (-1.536, 0.247, -0.531)
H (1.078, 1.452, 0.907)
H (1.307, -1.807, -0.840)

Atom charges from the Löwdin analysis, given in e for atoms 1 to 5: -0.2216 -0.5153 0.0580 0.2063 -0.0892